Entry 1:
{"formula": "C3H4N2O2", "method": "ωB97M-V/def2-TZVPD", "species": ["C", "C", "C", "N", "N", "O", "O", "H", "H", "H", "H"], "coordinates": [[0.27665, 0.45542, 0.90972], [-1.76377, -1.54133, -2.31367], [0.35229, 1.95964, 0.97734], [0.84846, -0.53779, 0.68152], [0.96822, -1.65819, 0.23307], [-1.17499, -0.94283, -3.09064], [-2.32715, -2.09760, -1.49193], [1.16469, 2.34614, 0.28965], [-0.77868, 2.18824, 0.96321], [0.86636, 2.10779, 2.03314], [1.56794, -2.27948, 0.80859]], "forces_ev_per_a": [[0.36, 2.35, 0.71], [0.38, 0.31, 0.26], [0.66, -1.54, 1.91], [-1.10, 0.82, 0.43], [1.50, -3.48, -1.05], [0.81, 0.82, -1.45], [-1.15, -1.13, 1.24], [-1.75, 0.02, 0.17], [2.30, 0.97, -0.20], [-1.60, 0.13, -1.80], [-0.41, 0.75, -0.23]], "homo_lumo_gap_ev": 8.76}

***

Entry 2:
{"formula": "C3H4N2O2", "method": "ωB97M-V/def2-TZVPD", "species": ["N", "C", "C", "N", "C", "O", "O", "H", "H", "H", "H"], "coordinates": [[-0.74876, -1.37869, 0.45607], [1.99311, 0.05841, 0.24406], [-0.40467, -0.08716, -0.12518], [-1.46483, 0.77716, -0.41600], [0.82075, 0.61325, 0.34415], [-0.23835, -1.24271, -0.88216], [3.04133, -0.42175, 0.13764], [-0.15655, -1.65304, 1.24011], [-1.23636, 1.46720, -1.11906], [-2.31154, 0.26636, -0.63327], [0.70589, 1.60097, 0.75364]], "forces_ev_per_a": [[-2.61, 1.50, 0.69], [1.19, -0.30, -0.29], [-0.38, -0.87, 1.00], [-0.23, 0.20, 0.17], [-0.90, 0.31, -0.27], [1.77, -0.79, -0.56], [-0.38, 0.11, 0.13], [1.24, -0.20, -0.96], [-0.03, -0.11, -0.01], [0.13, 0.05, -0.06], [0.21, 0.09, 0.16]], "homo_lumo_gap_ev": 9.79, "smiles": "N[C@@]1(C=C=O)NO1"}

***

Entry 3:
{"formula": "C3H4N2O2", "method": "ωB97M-V/def2-TZVPD", "species": ["C", "N", "N", "C", "O", "C", "O", "H", "H", "H", "H"], "coordinates": [[-1.48816, -0.82402, -0.16405], [-0.35815, -0.20066, -0.17112], [0.75709, -0.75014, -0.67706], [1.86006, -0.33708, 0.00747], [1.87743, 0.32465, 1.03973], [-0.42693, 1.24076, 0.24876], [0.15920, 2.10055, -0.31231], [-2.39348, -0.28843, 0.09485], [-1.49923, -1.86623, -0.45328], [-1.17623, 1.37097, 1.04406], [2.77914, -0.70848, -0.47559]], "forces_ev_per_a": [[0.23, 0.10, 0.02], [-0.46, -0.22, -0.01], [0.20, 0.02, 0.06], [0.00, 0.09, 0.08], [-0.13, -0.21, -0.18], [0.29, 0.63, -0.29], [-0.35, -0.55, 0.18], [0.15, -0.04, 0.09], [0.01, 0.13, -0.09], [0.16, -0.04, 0.03], [-0.10, 0.10, 0.12]], "homo_lumo_gap_ev": [8.42, 8.41]}

***

Entry 4:
{"formula": "C3H4N2O2", "method": "ωB97M-V/def2-TZVPD", "species": ["C", "C", "C", "H", "H", "H", "H", "N", "N", "O", "O"], "coordinates": [[0.09851, 0.09087, -0.26585], [-1.16212, 0.72834, -0.72667], [-1.93265, 1.37667, -1.34218], [0.97582, -1.28604, 1.38547], [-0.22972, -1.87066, -1.31535], [1.61001, 0.67347, 2.10176], [-2.19047, 2.50790, -1.84060], [0.34400, -1.25174, -0.58251], [0.57576, 0.73912, 0.72651], [0.11313, -1.78159, 0.76441], [1.79774, 0.07367, 1.09501]], "forces_ev_per_a": [[-4.50, 0.37, -0.78], [3.33, -1.80, 0.67], [-2.14, 6.07, -2.89], [-2.81, -1.90, -2.95], [1.28, 2.57, 2.43], [2.22, -3.10, -3.92], [0.23, -4.28, 1.61], [-0.10, -1.01, 0.39], [0.97, -0.32, -2.46], [2.85, -0.06, 1.53], [-1.33, 3.46, 6.37]], "homo_lumo_gap_ev": 9.78, "smiles": "C#C/C(=N/O)NO"}

***

Entry 5:
{"formula": "C3H4N2O2S", "method": "ωB97M-V/def2-TZVPD", "species": ["C", "C", "C", "H", "H", "H", "H", "N", "N", "O", "O", "S"], "coordinates": [[-1.31313, -0.52779, 0.02692], [1.02661, -1.02735, 0.02229], [0.20110, 1.37448, -0.08812], [-4.22566, 0.18978, -0.18414], [-1.40247, -1.55790, 0.40088], [0.62348, -2.00665, 0.11802], [-0.74644, 1.84902, -0.39109], [-2.33181, 0.22294, -0.09576], [-0.01332, -0.09388, -0.16115], [-3.52461, -0.46525, 0.10977], [1.20055, 1.96988, 0.18171], [2.57950, -0.64568, -0.01523]], "forces_ev_per_a": [[-1.42, -0.64, 0.62], [-0.47, 1.87, -0.49], [-0.38, -0.38, -0.67], [1.37, -1.12, 0.60], [-0.09, 0.20, -0.44], [-0.13, -0.95, 0.21], [0.19, 0.03, 0.27], [0.48, 0.05, -0.56], [1.62, 1.38, 0.80], [-1.02, 0.93, -0.32], [-0.60, -0.84, -0.06], [0.44, -0.54, 0.05]], "homo_lumo_gap_ev": 8.58, "smiles": "O=CN(C=S)/C=N/O"}

***

Entry 6:
{"formula": "C3H4N2O2S", "method": "ωB97M-V/def2-TZVPD", "species": ["C", "C", "C", "N", "N", "O", "O", "S", "H", "H", "H", "H"], "coordinates": [[-0.11118, 0.96920, -0.21915], [-0.61967, 0.06501, 0.59405], [1.72733, -0.45240, -0.85722], [-0.06763, -1.13600, 0.91254], [2.42352, 0.25973, 0.13161], [3.06021, 1.19558, -0.24134], [2.48449, -0.15310, 1.28056], [0.89099, -1.84608, -0.43928], [0.21073, 1.86227, -0.72913], [-1.61498, 0.35408, 1.00187], [2.06561, -0.27759, -1.84980], [-0.43160, -1.93362, 1.51752]], "forces_ev_per_a": [[2.23, -2.37, -0.78], [-1.36, 2.00, -0.20], [-3.02, 1.49, 0.83], [0.62, -3.17, -0.74], [1.71, -1.68, 1.51], [1.02, 2.56, -1.12], [-0.61, -0.22, 0.22], [-0.73, -0.49, 1.40], [-0.70, -0.02, 0.32], [0.80, -0.44, 0.24], [0.01, 0.18, -0.55], [0.04, 2.16, -1.13]], "homo_lumo_gap_ev": [7.63, 7.62]}

***

Entry 7:
{"formula": "C3H4N2O2S", "method": "ωB97M-V/def2-TZVPD", "species": ["C", "C", "C", "N", "N", "O", "O", "S", "H", "H", "H", "H"], "coordinates": [[-0.26360, 0.43611, 0.75609], [0.88832, 0.25878, 1.33148], [-0.69251, -0.30198, -0.63841], [-1.09112, 0.72440, -1.56791], [1.91712, -0.62262, 1.41335], [3.06518, -0.25591, 1.37271], [1.63053, -1.79670, 1.51506], [-2.62433, 1.13357, -2.00340], [-1.12347, 0.95622, 1.11395], [0.20893, -0.89900, -0.76394], [-1.58731, -0.93259, -0.70818], [-0.32773, 1.29973, -1.82080]], "forces_ev_per_a": [[-0.65, -1.69, -1.08], [-2.36, 1.15, 0.13], [-0.24, 0.41, 1.12], [0.58, -0.41, -0.05], [1.29, -1.12, -0.59], [1.08, 1.39, 0.01], [-1.08, -1.19, 0.20], [0.62, -0.30, 0.33], [0.04, 1.00, 0.57], [-0.11, 0.07, -1.43], [0.33, -0.29, 1.43], [0.49, 0.98, -0.64]], "homo_lumo_gap_ev": [6.43, 8.09]}

***

Entry 8:
{"formula": "C3H4N2O2S", "method": "ωB97M-V/def2-TZVPD", "species": ["C", "C", "C", "N", "N", "O", "O", "S", "H", "H", "H", "H"], "coordinates": [[-0.36681, -0.07668, 0.56167], [-0.34060, -1.61233, 0.58280], [-0.39643, 0.36374, -0.86891], [0.62958, 1.33481, -0.93285], [1.28806, 1.42733, 0.07140], [0.65729, 0.62666, 1.16781], [2.22787, 2.06160, 0.32310], [-1.16807, -2.41134, -0.61124], [-1.24335, 0.06645, 1.03241], [0.19777, -2.08498, 1.34064], [-0.12399, -0.46476, -1.49268], [-1.36131, 0.76950, -1.17417]], "forces_ev_per_a": [[1.91, -2.52, -1.12], [-1.10, 0.39, -2.76], [-0.37, 0.91, -0.30], [-0.36, 0.83, -3.06], [-1.88, -1.03, 0.56], [1.10, -0.15, 1.06], [2.18, 1.07, 1.33], [0.91, 0.24, 1.94], [-3.21, 1.31, 1.87], [0.71, -0.93, 1.30], [-0.09, -0.13, -0.64], [0.20, 0.02, -0.17]], "homo_lumo_gap_ev": [8.48, 8.48], "smiles": "[O-][N+]1=NC[C@@H](C=S)O1"}

***

Entry 9:
{"formula": "C3H4N2O2S", "method": "ωB97M-V/def2-TZVPD", "species": ["C", "C", "C", "H", "H", "H", "H", "N", "N", "O", "O", "S"], "coordinates": [[0.21389, 0.88888, 0.40815], [-0.34334, -1.87810, -1.72385], [0.46424, 2.41459, 0.32111], [-0.79871, -1.70935, 1.72061], [0.45880, -1.51680, -2.78164], [-0.82374, -2.90305, -1.52829], [0.58849, 2.87746, 1.35953], [0.15804, 0.51213, 1.64321], [-0.64053, -1.09524, -0.62598], [0.11245, 0.10428, -0.74057], [0.78844, 3.07597, -0.70657], [-0.17803, -0.77077, 2.65429]], "forces_ev_per_a": [[-0.68, -1.19, 1.98], [0.14, 2.46, 2.24], [2.64, 1.76, -2.97], [1.07, 1.20, 1.41], [-2.77, -1.22, 3.85], [0.79, 1.61, -1.10], [-0.60, -0.67, -1.17], [-0.19, 0.84, -1.11], [2.46, -2.39, -4.50], [-0.26, 1.22, 0.37], [-1.77, -2.76, 3.63], [-0.84, -0.87, -2.61]], "homo_lumo_gap_ev": 8.61}

***

Entry 10:
{"formula": "C3H4N2O3", "method": "ωB97M-V/def2-TZVPD", "species": ["C", "C", "C", "H", "H", "H", "H", "N", "N", "O", "O", "O"], "coordinates": [[1.36175, -0.42109, 0.06632], [-0.83353, 0.11327, -0.42393], [-2.06638, 0.28404, 0.42147], [2.78223, -1.76028, 0.21082], [1.47295, 1.57484, 0.30984], [-1.33564, -0.24403, -1.31282], [-2.26582, 0.99477, 1.48669], [2.72642, -0.65474, -0.02605], [0.86759, 0.82511, 0.38522], [0.10108, 1.17178, -0.75053], [0.09722, -1.03582, -0.25723], [-2.90786, -0.84785, -0.10980]], "forces_ev_per_a": [[2.55, -0.44, -0.70], [0.91, -0.51, -3.71], [-4.40, -6.44, 0.10], [0.17, 2.86, -1.40], [2.54, 1.34, 0.91], [0.20, 0.50, -0.60], [0.33, -2.28, -3.56], [-6.31, -3.15, 2.16], [1.31, 1.44, 0.02], [-3.69, -1.45, 1.10], [1.90, 0.15, 1.24], [4.48, 7.98, 4.45]], "homo_lumo_gap_ev": 8.70, "smiles": "[H]/N=C1/NO[C@H](C=O)O1"}